[1]
Molecular formula: C4H10FN
Method: DFT, wB97M-V/def2-TZVPD

The geometry in XYZ format:
```
16
C4H10FN (wB97M-V/def2-TZVPD)
C -1.65065 -0.06775 -0.28232
C -0.43474 -0.39508 0.49351
C 0.42978 0.89703 0.55054
N 1.25368 1.17965 -0.55412
C 0.34766 -1.39804 -0.29540
F 1.66191 -1.30878 0.14311
H -2.24895 -0.92796 -0.23673
H -2.19253 0.75271 0.19525
H -1.46910 0.19901 -1.35691
H -0.54959 -0.74956 1.55133
H -0.22108 1.75230 0.77473
H 1.08627 0.82477 1.40867
H 2.07452 0.51483 -0.45483
H 1.71031 2.16068 -0.47641
H 0.30925 -0.99646 -1.31777
H -0.10675 -2.43735 -0.14267
```

Its highest occupied orbital energy is -9.01 eV. The energy above the lowest of the compared OMol25 structures with the same formula, charge and spin comes out at 81.27 kJ/mol. As for the net charge: 0.

Okay, here come the Löwdin numbers, in e, for every atom:
1. C -0.093
2. C -0.382
3. C -0.320
4. N -0.031
5. C -0.203
6. F -0.068
7. H 0.059
8. H 0.085
9. H 0.110
10. H 0.158
11. H 0.115
12. H 0.099
13. H 0.090
14. H 0.118
15. H 0.115
16. H 0.150

[2]
Molecular formula: C3H8N3
Method: DFT, wB97M-V/def2-TZVPD

The geometry in XYZ format:
```
14
C3H8N3 (wB97M-V/def2-TZVPD)
C 0.88520 -0.27980 -0.95932
C -0.11215 0.24532 -0.01304
N -1.39263 0.02009 -0.61500
C 0.45441 -0.16820 1.42371
N 0.72325 1.26916 1.62814
N 0.12059 1.65758 0.60667
H 0.73053 0.06009 -1.98503
H 1.02538 -1.37035 -0.91516
H 1.87356 0.08930 -0.59200
H -2.12229 -0.57409 -0.02801
H -1.06594 -0.58668 -1.40215
H -1.88786 0.85910 -0.88851
H -0.41940 -0.37847 2.11059
H 1.18734 -0.84306 1.62911
```

Its highest occupied orbital energy is -14.36 eV. The energy above the lowest of the compared OMol25 structures with the same formula, charge and spin comes out at 448.19 kJ/mol. As for the net charge: +1.

Okay, here come the Löwdin numbers, in e, for every atom:
1. C -0.042
2. C -0.485
3. N 0.250
4. C -0.077
5. N 0.076
6. N 0.104
7. H 0.106
8. H 0.120
9. H 0.128
10. H 0.247
11. H 0.170
12. H 0.178
13. H 0.143
14. H 0.084

[3]
Molecular formula: C30H30N8O5S3Zr
Method: DFT, wB97M-V/def2-TZVPD

The geometry in XYZ format:
```
77
C30H30N8O5S3Zr (wB97M-V/def2-TZVPD)
Zr -0.40930 -0.80927 -0.42484
C 3.06979 -3.34371 1.18184
C 2.14961 -2.24540 0.74660
N 0.99392 -2.52033 0.22480
N 0.67936 -3.87348 0.27273
C -0.56363 -4.11586 0.07497
S -1.78622 -2.96390 -0.36809
S -1.07291 -5.78842 0.41761
C -1.81121 -5.38726 2.05059
C -0.84397 -4.67686 2.95471
C 0.18445 -5.37373 3.58350
C 1.12303 -4.70499 4.35281
C 1.05735 -3.32256 4.48817
C 0.03936 -2.61972 3.86154
C -0.91342 -3.29615 3.10993
C 2.50285 -0.85405 1.03750
C 3.85014 -0.45017 1.03573
C 4.22791 0.79936 1.46163
C 3.25719 1.67204 1.96272
C 1.93179 1.30962 1.97885
C 1.52129 0.06635 1.47083
O 0.21837 -0.19109 1.40723
H 2.60963 -3.85311 2.03172
H 4.03643 -2.95845 1.48878
H 3.17716 -4.08740 0.39486
H -2.10771 -6.35412 2.45756
H -2.70637 -4.78974 1.88379
H 0.25794 -6.44700 3.45008
H 1.91467 -5.26032 4.84018
H 1.79970 -2.79779 5.07644
H -0.00984 -1.54022 3.93690
H -1.69933 -2.73821 2.61331
H 4.60215 -1.13330 0.66425
H 5.26590 1.09894 1.42021
H 3.54868 2.64809 2.33107
H 1.16026 1.97682 2.33818
C -3.39915 2.97324 1.96042
C -3.12550 1.52881 1.67468
N -2.83888 0.62976 2.52687
O -2.75893 1.13093 3.82212
C -3.19088 1.07285 0.26540
C -4.28328 1.53720 -0.64167
N -2.25131 0.31374 -0.12091
O -2.18912 -0.17951 -1.37947
H -3.05058 3.24827 2.95066
H -4.47157 3.17376 1.90262
H -2.90528 3.59088 1.20966
H -2.52722 0.34872 4.33311
H -5.22226 1.62958 -0.09714
H -4.39879 0.83726 -1.46564
H -4.03572 2.51782 -1.05701
N -0.91222 2.45956 -7.53248
C -0.39358 2.04600 -6.32154
C 0.98177 2.11292 -6.07900
C 1.50404 1.65404 -4.88621
C 0.65511 1.11891 -3.92915
C -0.71749 1.05011 -4.14743
C -1.23555 1.51004 -5.33859
S 1.31730 0.55103 -2.42013
O 0.81427 -0.85544 -2.22094
O 2.73896 0.67028 -2.45067
N 0.53072 1.20231 -1.20401
C 0.57513 2.55342 -0.94801
N -0.16761 2.98259 0.07867
C -0.08354 4.27742 0.35330
C 0.69595 5.15940 -0.37548
C 1.38660 4.61074 -1.44247
N 1.33673 3.32046 -1.73779
H -0.34734 3.08651 -8.07932
H -1.89590 2.66623 -7.55945
H 1.63909 2.52566 -6.83452
H 2.56436 1.70991 -4.68305
H -1.37324 0.64617 -3.38472
H -2.30161 1.45241 -5.52231
H -0.67279 4.62521 1.19684
H 0.75063 6.21034 -0.13468
H 2.00367 5.22585 -2.08922
```

Its highest occupied orbital energy is -8.21 eV. The energy above the lowest of the compared OMol25 structures with the same formula, charge and spin comes out at 1.61 kJ/mol. As for the net charge: 0.

Okay, here come the Löwdin numbers, in e, for every atom:
1. Zr 1.611
2. C 0.002
3. C -0.234
4. N -0.088
5. N -0.037
6. C -1.078
7. S 0.595
8. S 0.860
9. C -0.423
10. C -0.306
11. C -0.051
12. C -0.094
13. C -0.097
14. C -0.079
15. C -0.060
16. C -0.117
17. C -0.034
18. C -0.079
19. C -0.065
20. C -0.020
21. C -0.357
22. O -0.268
23. H 0.080
24. H 0.072
25. H 0.092
26. H 0.077
27. H 0.067
28. H 0.115
29. H 0.102
30. H 0.102
31. H 0.099
32. H 0.094
33. H 0.114
34. H 0.102
35. H 0.106
36. H 0.112
37. C -0.010
38. C -0.298
39. N 0.067
40. O -0.045
41. C -0.277
42. C 0.000
43. N -0.156
44. O -0.360
45. H 0.075
46. H 0.090
47. H 0.068
48. H 0.091
49. H 0.087
50. H 0.080
51. H 0.094
52. N 0.105
53. C -0.314
54. C -0.023
55. C -0.049
56. C -0.304
57. C -0.040
58. C -0.018
59. S 0.650
60. O -0.443
61. O -0.260
62. N -0.190
63. C -0.438
64. N 0.143
65. C -0.137
66. C -0.058
67. C -0.120
68. N 0.141
69. H 0.092
70. H 0.092
71. H 0.112
72. H 0.116
73. H 0.097
74. H 0.114
75. H 0.104
76. H 0.097
77. H 0.111

[4]
Molecular formula: C26H34GdN5PSe2
Method: DFT, wB97M-V/def2-TZVPD

The geometry in XYZ format:
```
69
C26H34GdN5PSe2 (wB97M-V/def2-TZVPD)
Gd -0.33394 -0.28362 0.08652
C -3.55948 -0.28458 -1.28565
C -3.29457 1.12240 -1.83356
C -3.35423 1.13839 -3.36013
C -1.99058 1.65727 -1.27084
C -0.75871 1.48347 -1.91545
C 0.42424 1.96943 -1.34803
C 0.41420 2.66880 -0.13692
C 1.66541 3.31208 0.39684
C -0.82118 2.87274 0.48105
C -1.99291 2.37258 -0.06968
H -4.54592 -0.64994 -1.58000
H -3.52702 -0.31558 -0.19544
H -2.82812 -0.98816 -1.68985
H -4.08564 1.77088 -1.45898
H -2.62781 0.45058 -3.81039
H -3.17048 2.14103 -3.75923
H -4.34581 0.82775 -3.69304
H -0.73531 1.08134 -2.91902
H 1.34194 1.93784 -1.91880
H 1.64073 3.41272 1.48091
H 1.75593 4.32270 -0.01165
H 2.56127 2.76375 0.10969
H -0.86945 3.50298 1.36259
H -2.94669 2.61341 0.38777
Se 1.43752 0.50091 2.61120
Se 1.12617 -1.83154 2.23560
C 2.46347 -1.79085 0.83043
C 3.63302 -2.50711 0.96480
C 4.59804 -2.36178 -0.03170
C 4.34954 -1.50053 -1.08546
C 3.13584 -0.83829 -1.13283
N 2.19387 -0.98082 -0.19826
C -0.34924 0.82612 3.25059
C -0.54079 1.38615 4.49246
C -1.85157 1.61127 4.90476
C -2.88828 1.23481 4.07156
C -2.58740 0.67110 2.84484
N -1.33626 0.48260 2.42204
H 3.80128 -3.13404 1.82962
H 5.54030 -2.89080 0.04214
H 5.08850 -1.33442 -1.86254
H 2.91031 -0.15677 -1.94412
H 0.30209 1.62698 5.12511
H -2.05094 2.04668 5.87437
H -3.92109 1.36630 4.36488
H -3.38062 0.36391 2.17233
C -0.00085 -5.51578 -2.82033
N -1.34937 -4.91881 -2.84166
C -1.67325 -4.38637 -4.17409
N -0.67518 -3.37021 -4.52349
C 0.67771 -3.95568 -4.49383
N 1.00293 -4.51236 -3.17589
C 1.15349 -3.47372 -2.16598
P -0.44996 -2.49688 -1.93535
C -1.60051 -4.00015 -1.76313
C -0.80006 -2.14343 -3.77188
H 0.03463 -6.32584 -3.54408
H 0.21128 -5.92283 -1.83386
H -2.67205 -3.95952 -4.18333
H -1.62852 -5.19377 -4.89940
H 1.40686 -3.19173 -4.75445
H 0.73093 -4.74888 -5.23628
H 1.92968 -2.78554 -2.46628
H 1.43051 -3.90885 -1.20834
H -2.62999 -3.65466 -1.77821
H -1.40100 -4.46458 -0.80160
H -0.08718 -1.39966 -4.11717
H -1.80251 -1.73791 -3.86556
```

Its highest occupied orbital energy (alpha / beta) is -15.05 / -15.33 eV. Its expectation value of S² is 15.835. The energy above the lowest of the compared OMol25 structures with the same formula, charge and spin comes out at 479.86 kJ/mol. As for the net charge: +3. Its spin multiplicity is 8.

Okay, here come the Löwdin numbers, in e, for every atom:
1. Gd 1.322
2. C -0.054
3. C -0.357
4. C -0.033
5. C -0.254
6. C -0.121
7. C -0.109
8. C -0.313
9. C -0.029
10. C -0.028
11. C -0.024
12. H 0.112
13. H 0.063
14. H 0.028
15. H 0.150
16. H 0.067
17. H 0.107
18. H 0.104
19. H 0.125
20. H 0.133
21. H 0.075
22. H 0.118
23. H 0.090
24. H 0.146
25. H 0.144
26. Se 0.916
27. Se 0.824
28. C -0.688
29. C -0.047
30. C 0.021
31. C 0.007
32. C -0.118
33. N -0.114
34. C -0.648
35. C -0.041
36. C 0.022
37. C 0.019
38. C -0.095
39. N -0.103
40. H 0.129
41. H 0.143
42. H 0.140
43. H 0.126
44. H 0.130
45. H 0.143
46. H 0.139
47. H 0.123
48. C -0.138
49. N -0.147
50. C -0.130
51. N -0.144
52. C -0.142
53. N -0.139
54. C -0.314
55. P 0.927
56. C -0.298
57. C -0.301
58. H 0.142
59. H 0.135
60. H 0.136
61. H 0.142
62. H 0.133
63. H 0.143
64. H 0.067
65. H 0.089
66. H 0.090
67. H 0.093
68. H 0.090
69. H 0.075